No. 1
This record from OMol25 describes a cluster of 2 separate species, C5H11N4 in total. The level of theory is ωB97M-V/def2-TZVPD.

The total charge is +1. The value obtained for the HOMO energy is -14.12 eV. Its relative energy (zero: lowest compared OMol25 entry of this formula, charge and spin) is 52.0 kcal/mol.

```
20
C5H11N4 (ωB97M-V/def2-TZVPD)
C 2.590 1.013 -0.783
C 3.412 -0.109 -0.449
C 1.433 0.875 -0.136
C -3.184 0.026 -0.553
C 0.682 -1.203 1.083
N 2.810 -0.930 0.339
N 1.554 -0.304 0.581
N -0.571 -0.989 1.335
N -1.788 0.654 -0.387
H 2.869 1.980 -1.374
H 4.436 -0.241 -0.746
H 0.489 1.374 -0.040
H -4.028 0.521 -0.187
H -3.317 -0.082 -1.698
H -3.091 -0.969 0.075
H 1.258 -2.097 1.335
H -1.127 -1.677 1.878
H -1.117 -0.206 0.823
H -2.000 1.557 0.103
H -1.309 0.806 -1.202
```

In the natural (NBO) picture, each atom carries the following charge in e: C -0.263; C 0.031; C -0.034; C -0.417; C 0.419; N -0.220; N -0.239; N -0.707; N -0.871; H 0.271; H 0.245; H 0.238; H 0.220; H 0.227; H 0.183; H 0.258; H 0.438; H 0.446; H 0.390; H 0.384



No. 2
This record from OMol25 describes a structure of composition C15H21AlCl36IS2. The level of theory is ωB97M-V/def2-TZVPD.

The total charge is -1. The value obtained for the HOMO energy is -5.43 eV.

```
76
C15H21AlCl36IS2 (ωB97M-V/def2-TZVPD)
S 6.420 4.934 0.845
C 5.098 4.221 1.864
C 4.159 3.289 1.123
C 2.797 3.188 1.804
Al 1.461 4.533 1.257
S 2.131 6.631 1.877
I 1.454 4.595 -1.344
H 5.551 5.643 0.107
H 4.564 5.047 2.325
H 5.639 3.696 2.652
H 4.041 3.663 0.101
H 4.665 2.324 1.024
H 2.377 2.189 1.642
H 2.915 3.295 2.891
H -0.036 4.213 1.783
H 1.821 6.399 3.163
C 5.280 2.638 -3.604
Cl 6.407 1.283 -3.835
Cl 3.613 2.083 -3.502
Cl 5.748 3.532 -2.166
H 5.369 3.291 -4.462
C -0.147 -0.313 0.300
Cl 1.605 -0.173 0.188
Cl -0.614 -1.340 1.670
Cl -0.922 1.253 0.393
H -0.489 -0.808 -0.601
C 0.341 -4.815 -1.322
Cl 1.156 -3.487 -0.518
Cl 0.107 -4.448 -3.036
Cl 1.221 -6.332 -1.118
H -0.638 -4.939 -0.877
C -2.776 1.828 4.273
Cl -1.061 1.722 3.981
Cl -3.697 1.959 2.769
Cl -3.366 0.441 5.224
H -2.970 2.718 4.858
C 0.039 -4.725 -6.794
Cl -1.096 -5.978 -6.306
Cl 0.274 -4.748 -8.552
Cl -0.480 -3.136 -6.259
H 0.997 -4.940 -6.337
C -5.228 -1.302 0.440
Cl -3.757 -0.404 0.134
Cl -6.030 -1.795 -1.054
Cl -4.899 -2.699 1.471
H -5.906 -0.656 0.983
C 4.230 -1.594 -3.846
Cl 4.191 -2.150 -5.524
Cl 2.696 -1.882 -3.039
Cl 5.562 -2.340 -2.967
H 4.401 -0.526 -3.858
C 8.329 1.622 -0.493
Cl 7.683 -0.008 -0.301
Cl 9.056 2.199 1.003
Cl 9.500 1.677 -1.820
H 7.504 2.279 -0.742
C -6.953 1.448 4.384
Cl -7.594 0.149 5.394
Cl -7.376 1.200 2.691
Cl -7.514 3.015 4.952
H -5.874 1.419 4.456
C 2.899 -6.889 -10.101
Cl 4.278 -6.170 -9.274
Cl 3.153 -6.932 -11.846
Cl 2.549 -8.498 -9.471
H 2.038 -6.266 -9.900
C -11.756 3.366 7.070
Cl -10.634 2.144 6.496
Cl -13.377 2.700 7.289
Cl -11.178 4.114 8.561
H -11.822 4.141 6.318
C -5.519 -4.310 4.997
Cl -4.334 -3.027 5.199
Cl -5.052 -5.398 3.691
Cl -5.762 -5.198 6.503
H -6.463 -3.854 4.725
```

In the Löwdin picture, each atom carries the following charge in e: S 0.644; C -0.587; C -0.395; C -0.347; Al -0.467; S 0.265; I 0.208; H -0.135; H 0.028; H 0.065; H 0.002; H 0.098; H 0.004; H 0.052; H -0.104; H -0.261; C -1.489; Cl 0.534; Cl 0.543; Cl 0.574; H 0.015; C -1.561; Cl 0.542; Cl 0.486; Cl 0.516; H -0.002; C -1.532; Cl 0.525; Cl 0.499; Cl 0.529; H 0.015; C -1.518; Cl 0.559; Cl 0.530; Cl 0.509; H 0.016; C -1.557; Cl 0.527; Cl 0.542; Cl 0.533; H 0.012; C -1.552; Cl 0.523; Cl 0.528; Cl 0.506; H -0.036; C -1.575; Cl 0.515; Cl 0.505; Cl 0.523; H -0.090; C -1.573; Cl 0.512; Cl 0.517; Cl 0.499; H -0.076; C -1.564; Cl 0.515; Cl 0.539; Cl 0.526; H -0.073; C -1.579; Cl 0.526; Cl 0.521; Cl 0.522; H -0.062; C -1.565; Cl 0.515; Cl 0.516; Cl 0.520; H 0.010; C -1.565; Cl 0.510; Cl 0.512; Cl 0.523; H 0.010



| no. | frontier orbital gap (eV) |
| --- | --- |
| 1 | 9.9823 |
| 2 | 6.8701 |